A cluster of 8 separate species, C72H164F6N4O8P2 in total in a non-equilibrium geometry, computed with ωB97M-V/def2-TZVPD.

Summary:
Max |F|   3.402 eV/A
HOMO energy   -0.507 hartree
Lowest unoccupied orbital energy   -6.08 eV
Relative energy (zero: lowest compared OMol25 entry of this formula, charge and spin)   0.00 kJ/mol
Gap between HOMO and LUMO   7.72 eV

Geometry as ORCA input:
```
! RIJCOSX wB97M-V def2-TZVPD def2/J DEFGRID3
* xyz 4 1
C 3.536 3.431 -1.613
C 2.567 2.286 -1.936
N 1.748 2.305 -3.154
C 0.671 3.306 -2.738
C 2.395 2.834 -4.406
C 1.532 2.912 -5.619
C 1.164 0.970 -3.387
C 2.126 -0.113 -3.865
O 1.483 -1.367 -3.865
C 1.422 -1.953 -2.610
H 4.367 3.345 -2.336
H 3.852 3.410 -0.565
H 3.001 4.383 -1.896
H 1.796 2.129 -1.169
H 3.117 1.387 -2.067
H 1.251 4.165 -2.415
H 0.113 2.818 -1.899
H 0.067 3.565 -3.587
H 3.255 2.234 -4.551
H 2.693 3.833 -4.178
H 0.963 1.968 -5.868
H 2.204 3.127 -6.455
H 0.782 3.701 -5.606
H 0.345 1.030 -4.113
H 0.777 0.738 -2.401
H 3.073 -0.189 -3.331
H 2.352 0.088 -4.912
H 2.373 -1.946 -2.091
H 1.053 -2.949 -2.801
H 0.665 -1.463 -2.007
C -5.840 -4.467 3.965
C -6.661 -3.484 3.221
N -6.314 -2.043 3.436
C -7.365 -1.312 2.624
C -6.484 -1.786 4.910
C -7.779 -2.173 5.508
C -4.974 -1.626 2.931
C -4.700 -0.147 2.755
O -5.330 0.336 1.627
C -5.014 1.727 1.433
H -6.071 -5.477 3.670
H -5.998 -4.430 5.057
H -4.771 -4.433 3.833
H -7.708 -3.546 3.600
H -6.735 -3.616 2.130
H -8.354 -1.692 2.838
H -7.030 -1.532 1.663
H -7.208 -0.270 2.877
H -6.293 -0.738 5.020
H -5.622 -2.295 5.371
H -7.734 -1.807 6.589
H -7.874 -3.244 5.569
H -8.646 -1.758 4.975
H -4.708 -2.206 2.058
H -4.179 -2.028 3.611
H -3.658 -0.115 2.499
H -4.942 0.452 3.639
H -3.956 1.922 1.446
H -5.532 2.361 2.106
H -5.282 1.977 0.345
C -6.029 -1.613 -1.298
C -5.094 -0.590 -2.042
N -3.617 -1.018 -1.991
C -3.104 -0.823 -0.570
C -3.481 -2.386 -2.474
C -2.030 -2.740 -2.591
C -2.831 -0.038 -2.753
C -2.970 -0.170 -4.267
O -2.250 0.898 -4.874
C -2.453 0.810 -6.269
H -6.902 -1.004 -1.029
H -5.634 -2.012 -0.345
H -6.280 -2.447 -2.003
H -5.056 0.393 -1.605
H -5.299 -0.413 -3.106
H -3.301 -1.794 -0.031
H -3.491 0.079 -0.060
H -1.983 -0.711 -0.559
H -4.019 -2.438 -3.391
H -4.003 -3.079 -1.798
H -1.551 -3.074 -1.702
H -1.416 -2.032 -3.173
H -2.138 -3.644 -3.217
H -1.749 -0.084 -2.567
H -3.225 0.990 -2.564
H -4.032 -0.099 -4.545
H -2.566 -1.068 -4.745
H -2.273 -0.198 -6.643
H -1.801 1.525 -6.794
H -3.515 1.022 -6.559
C -7.851 7.884 -5.172
C -8.241 7.186 -3.876
N -7.583 7.689 -2.605
C -8.158 9.032 -2.233
C -7.803 6.790 -1.386
C -9.246 6.322 -1.160
C -6.122 7.865 -2.843
C -5.290 6.714 -3.379
O -4.971 5.915 -2.283
C -4.346 4.671 -2.675
H -8.526 7.437 -5.914
H -6.816 7.739 -5.573
H -8.001 8.945 -5.075
H -7.935 6.133 -3.894
H -9.343 7.178 -3.612
H -7.654 9.530 -1.425
H -9.190 8.856 -1.903
H -8.281 9.587 -3.190
H -7.404 7.328 -0.538
H -7.191 5.905 -1.619
H -9.846 7.213 -0.847
H -9.149 5.650 -0.288
H -9.629 5.740 -1.993
H -5.665 8.188 -1.897
H -5.940 8.616 -3.601
H -4.402 7.144 -3.858
H -5.873 6.159 -4.137
H -4.958 4.160 -3.463
H -4.183 4.111 -1.765
H -3.379 4.842 -3.257
C 3.950 -4.031 1.620
C 3.188 -5.381 1.423
C 3.178 -5.790 -0.079
C 4.437 -6.528 -0.488
P 4.618 -6.523 -2.272
C 5.081 -4.917 -2.913
C 6.332 -4.249 -2.252
C 6.528 -2.749 -2.482
C 5.281 -1.907 -2.149
C 5.926 -7.651 -2.672
C 6.656 -7.547 -4.005
C 7.890 -8.481 -4.099
C 9.101 -8.169 -3.309
C 2.925 -6.995 -2.809
C 2.839 -7.333 -4.324
C 1.503 -8.034 -4.711
C 1.599 -9.422 -4.237
H 4.317 -3.948 2.622
H 3.362 -3.118 1.419
H 4.780 -4.122 0.869
H 2.140 -5.275 1.842
H 3.666 -6.160 2.087
H 3.008 -4.854 -0.661
H 2.259 -6.377 -0.269
H 4.462 -7.529 -0.206
H 5.342 -6.161 -0.019
H 4.258 -4.255 -2.646
H 5.072 -4.969 -4.009
H 7.233 -4.799 -2.500
H 6.106 -4.375 -1.218
H 6.789 -2.567 -3.542
H 7.381 -2.430 -1.933
H 4.362 -2.279 -2.627
H 5.370 -0.858 -2.377
H 5.130 -1.975 -1.088
H 5.613 -8.684 -2.499
H 6.617 -7.487 -1.851
H 6.941 -6.549 -4.182
H 6.014 -7.800 -4.846
H 8.067 -8.758 -5.163
H 7.479 -9.368 -3.671
H 9.740 -9.068 -3.365
H 8.845 -7.952 -2.253
H 9.576 -7.300 -3.701
H 2.304 -6.192 -2.448
H 2.725 -7.827 -2.131
H 3.608 -8.008 -4.578
H 3.018 -6.438 -4.907
H 1.301 -7.972 -5.795
H 0.753 -7.462 -4.150
H 0.685 -9.989 -4.427
H 1.777 -9.600 -3.135
H 2.333 -9.983 -4.866
C 0.028 5.505 5.606
C 0.540 4.280 6.320
C 1.813 3.801 5.678
C 2.973 4.733 6.274
P 4.623 4.538 5.594
C 5.115 2.733 5.527
C 5.565 2.132 4.162
C 5.714 0.664 4.213
C 4.489 -0.159 4.671
C 5.838 5.397 6.660
C 7.322 5.511 6.204
C 8.164 6.534 7.064
C 8.275 6.054 8.540
C 4.601 5.310 3.980
C 3.378 5.155 3.041
C 3.395 6.036 1.798
C 4.698 6.240 1.105
H -0.739 6.008 6.235
H -0.393 5.070 4.732
H 0.876 6.155 5.419
H -0.168 3.441 6.189
H 0.617 4.406 7.397
H 1.773 3.870 4.598
H 2.017 2.782 5.940
H 3.046 4.536 7.348
H 2.733 5.788 6.063
H 4.235 2.213 5.966
H 5.949 2.541 6.163
H 6.510 2.621 3.847
H 4.722 2.302 3.484
H 6.591 0.414 4.817
H 5.837 0.316 3.175
H 3.515 0.261 4.361
H 4.489 -0.161 5.758
H 4.474 -1.209 4.475
H 5.823 5.065 7.682
H 5.515 6.472 6.661
H 7.305 5.786 5.120
H 7.773 4.487 6.206
H 7.703 7.495 7.055
H 9.144 6.711 6.664
H 8.999 6.588 9.070
H 8.618 4.966 8.524
H 7.347 5.950 9.088
H 5.528 5.151 3.448
H 4.663 6.387 4.206
H 2.401 5.312 3.523
H 3.336 4.109 2.772
H 3.069 7.082 2.050
H 2.621 5.685 1.129
H 5.388 6.846 1.685
H 4.624 6.718 0.126
H 5.226 5.312 0.898
C 0.205 0.675 0.725
O -0.666 -0.092 1.534
O 0.202 0.399 -0.608
C -0.050 2.120 1.080
F 1.067 2.786 0.574
F -1.154 2.551 0.541
F -0.024 2.346 2.399
C -0.326 -1.468 1.540
C -1.364 -2.198 2.428
H -1.005 -3.197 2.543
H -1.398 -1.722 3.394
H -2.313 -2.306 1.876
H 0.699 -1.429 1.941
H -0.264 -1.937 0.558
H 1.223 0.446 1.065
C -3.867 -4.869 0.684
O -2.579 -5.033 -0.055
O -4.136 -3.531 0.867
C -4.962 -5.530 -0.183
F -4.745 -6.827 -0.388
F -6.167 -5.459 0.431
F -5.163 -4.916 -1.326
C -1.773 -6.114 0.284
C -0.736 -6.346 -0.851
H -1.072 -6.770 -1.767
H -0.409 -5.287 -1.113
H 0.123 -6.948 -0.548
H -2.418 -6.998 0.457
H -1.188 -5.908 1.191
H -3.816 -5.495 1.565
*
```